Record 1
A cluster of 2 separate species, C2H4F2IN in total. Source: the Open Molecules 2025 dataset; level of theory: ωB97M-V/def2-TZVPD.

```
10
Properties=species:S:1:pos:R:3:forces:R:3:mulliken_charge:R:1
C -0.7706 0.0703 -0.8348 4.3 2.6 -2.9 -0.42
C 1.3589 -0.0119 0.3576 -3.1 0.3 0.0 0.13
N -1.6766 -0.2218 0.0492 -0.6 -2.7 2.3 -0.39
F 0.9875 -0.5725 1.5829 0.1 0.7 -0.6 -0.25
F 2.0874 -0.9574 -0.2019 0.9 -0.3 -0.6 -0.22
I 2.4081 1.8590 0.6815 0.1 -0.3 0.1 -0.05
H -0.1700 -0.5646 -1.5306 -1.4 -0.4 1.1 0.32
H -0.9291 1.0577 -1.3543 0.6 -0.7 1.0 0.27
H -1.8426 0.4754 0.7664 -0.2 0.1 -0.3 0.30
H -1.4531 -1.1343 0.4840 -0.7 0.7 -0.1 0.30
```
Positions in Å, forces in eV/Å.

Computed properties:
* spin multiplicity: 1
* HOMO level (spin up / spin down): -7.743 / -7.744 eV
* largest force on an atom: 5.80 eV/Å
* E: -17161.45816 eV

Record 2
A cluster of 2 separate species, C4H7FIN in total. Source: the Open Molecules 2025 dataset; level of theory: ωB97M-V/def2-TZVPD.

```
14
Properties=species:S:1:pos:R:3:forces:R:3:mulliken_charge:R:1
C 0.1910 -0.7627 -0.1865 -0.6 2.5 4.1 0.43
C 0.9518 1.6819 1.4954 2.8 -3.1 -1.3 -1.00
C -0.4441 -2.6298 -1.4366 -0.9 0.6 2.2 -0.88
C 0.2107 0.3498 1.6825 -1.1 1.4 -5.6 -0.50
N -0.6857 -1.5816 -0.4152 0.2 -0.9 0.1 -0.33
F 1.3401 -0.5577 -0.8172 0.5 -0.1 -0.4 -0.25
I -1.7480 0.5554 2.3328 -0.2 -0.2 0.1 0.11
H 1.9099 1.5154 0.7631 -2.3 0.4 1.8 0.22
H 0.3809 2.4734 1.1312 -1.1 1.1 -0.6 0.41
H 1.3191 1.8996 2.4724 0.5 0.6 0.7 0.34
H 0.3364 -3.2609 -1.1182 1.1 -0.9 0.9 0.33
H -0.0036 -2.1407 -2.2418 -0.3 0.3 -2.4 0.34
H -1.3317 -3.2531 -1.4169 -0.1 0.3 -1.2 0.28
H 0.6985 -0.3951 2.1607 1.5 -2.0 1.7 0.50
```
Positions in Å, forces in eV/Å.

Computed properties:
* spin multiplicity: 1
* HOMO level: -8.889 eV
* largest force on an atom: 5.86 eV/Å
* E: -16566.25243 eV

Record 3
A cluster of 4 separate species, C51H55F3I3O5PS in total. Source: the Open Molecules 2025 dataset; level of theory: ωB97M-V/def2-TZVPD.

```
119
Properties=species:S:1:pos:R:3:forces:R:3:mulliken_charge:R:1
C 6.9054 0.6661 2.3497 -0.1 -1.1 0.1 -0.01
C 6.3731 -0.1331 1.5899 -1.6 -0.1 0.2 -0.95
C 5.4247 -1.0642 0.8138 0.5 -0.8 -0.6 1.19
C 6.0529 -2.1651 0.0029 -3.4 0.1 -0.3 -1.01
I 8.2000 -2.4621 -0.0906 -1.7 0.3 0.1 0.10
C 5.1534 -3.0751 -0.7820 -1.0 1.9 1.7 -0.38
C 3.6456 -2.9296 -0.7574 1.4 1.1 1.5 0.63
C 2.8124 -3.9392 -1.6430 0.8 -0.3 0.5 -1.18
O 2.2836 -3.2925 -2.8125 1.1 -0.5 0.8 -0.28
C 3.3329 -2.8373 -3.7058 -0.6 0.8 -1.4 -0.19
C 3.2614 -1.2432 -3.8688 0.7 -0.6 0.7 0.28
C 4.4196 -0.4536 -3.1030 0.0 0.6 -0.6 -0.79
C 3.0062 -1.8497 0.0918 3.1 0.2 -0.3 0.01
C 3.9347 -0.9322 0.8485 0.0 -1.0 -0.8 0.53
C 3.2370 0.2037 1.6952 -0.3 0.0 -0.5 -0.34
O 3.7023 0.7013 2.7048 -0.6 -0.7 -1.6 -0.55
C 1.8502 0.7271 1.1115 -1.3 0.4 -0.9 0.31
C 1.5592 2.1721 1.3238 -2.6 -2.1 -1.8 -1.13
C 0.2568 2.6968 0.7459 1.2 -2.6 1.0 0.76
P -0.0018 4.5409 0.9971 0.7 1.6 -0.6 0.59
O 1.2339 5.1442 2.0006 -2.5 -1.1 -0.2 -0.53
O -1.4494 4.9239 1.7731 1.9 -0.8 -1.2 -0.36
S 0.2377 5.4666 -0.7096 -0.6 -0.4 0.6 -0.37
C -0.7379 1.7978 0.0114 2.1 -0.3 0.7 -0.72
C -2.0297 2.5077 -0.5366 -0.2 0.6 -0.1 -1.26
C -3.2489 2.6152 0.4895 -0.9 -0.8 0.2 -0.42
C -3.2627 1.5308 1.6522 -0.7 0.7 -0.2 -0.38
C -2.3690 1.8767 2.9141 -0.9 -1.2 0.6 0.59
C -2.7527 0.8542 4.1041 0.4 -0.4 -0.4 -0.86
C -1.4879 0.4712 4.9969 -0.5 0.0 0.0 0.05
C -1.8353 0.0052 6.4768 0.4 -1.2 0.5 -0.91
C -1.1993 -1.4483 6.7506 0.3 0.2 0.5 -0.80
C 0.3950 -1.4463 6.7370 0.7 -0.5 -0.4 -0.41
C 1.0045 -2.1129 5.3907 0.3 0.8 0.5 -0.64
C -0.4181 0.3189 -0.1827 1.9 1.3 1.3 0.94
C -1.4286 -0.6162 -0.9309 -0.6 1.1 0.0 -1.12
I -0.5278 -1.6219 -2.6789 0.8 2.3 -0.3 0.15
C -2.2685 -1.6461 -0.0239 -0.1 0.4 0.1 -0.45
C -1.8889 -1.7497 1.5037 -0.7 -1.2 0.8 -0.64
I -2.2415 -3.5952 -1.0518 -1.0 -0.4 2.4 -0.05
C 0.9092 -0.2036 0.3620 -0.2 2.7 0.6 1.34
C 1.4251 -1.6683 0.2054 1.2 -0.6 -0.1 0.23
O 0.7605 -2.6910 0.1813 0.4 1.9 0.1 -0.43
H 7.3946 1.2110 3.1987 -0.7 -0.7 -1.7 0.39
H 5.6252 -3.9033 -1.3947 -0.8 1.2 0.8 0.24
H 3.5212 -4.7706 -1.9699 -0.7 1.0 0.4 0.37
H 2.0062 -4.4438 -1.0166 0.8 1.1 -1.1 0.36
H 4.3628 -3.2043 -3.4246 -1.1 0.4 -0.1 0.14
H 3.0846 -3.2635 -4.7361 0.4 0.3 1.4 0.13
H 3.3266 -1.0272 -4.9747 -0.2 -0.1 1.3 0.27
H 2.2778 -0.9068 -3.4294 0.9 -0.4 -0.9 -0.23
H 5.2524 -1.1077 -2.7105 -1.0 0.6 -0.4 0.15
H 4.0051 0.1632 -2.2494 0.5 -0.8 -0.9 0.07
H 4.8905 0.2739 -3.8435 -0.5 -0.8 1.1 0.38
H 2.2984 2.8187 1.8681 -1.0 -0.7 -0.6 0.41
H 0.8561 5.9179 2.4823 0.4 -0.7 -0.4 0.32
H -1.9083 5.5486 1.1635 0.5 -0.4 0.5 0.35
H -1.7645 3.5785 -0.8363 0.0 -1.5 0.3 0.26
H -2.4360 2.0484 -1.4988 0.8 0.3 1.3 0.47
H -4.1993 2.4351 -0.1212 1.2 0.3 0.7 0.43
H -3.3854 3.6289 0.9673 0.5 -1.0 -0.7 0.03
H -4.3420 1.4779 2.0306 1.4 0.0 -0.5 0.60
H -3.0552 0.5270 1.1795 0.0 1.0 0.8 -0.43
H -1.2680 1.7169 2.7291 -1.1 0.6 0.0 -0.32
H -2.6284 2.9309 3.2558 0.7 -1.2 -0.6 0.20
H -3.1226 -0.1110 3.6154 0.3 1.2 0.7 0.09
H -3.6042 1.2268 4.7466 0.9 -0.2 -0.7 0.52
H -0.7788 1.3551 5.0225 -0.7 -1.1 0.0 0.38
H -0.9812 -0.4098 4.4861 -0.3 1.3 0.5 -0.14
H -2.9433 -0.0918 6.6913 1.1 0.3 -0.5 0.35
H -1.4118 0.6985 7.2695 -0.5 -0.6 -1.1 0.33
H -1.5330 -1.8720 7.7574 0.2 0.7 -1.3 0.34
H -1.5474 -2.1855 5.9641 0.2 0.9 0.8 0.35
H 0.8344 -0.3967 6.8293 -0.8 -1.3 -0.1 0.32
H 0.8320 -2.0377 7.6093 -0.8 0.8 -1.0 0.34
H 1.7612 -2.9211 5.6267 -0.9 0.9 -0.3 0.38
H 1.5610 -1.2832 4.8486 -0.7 -1.2 0.3 0.00
H 0.1835 -2.5459 4.7478 1.0 0.5 0.6 0.15
H -2.1934 0.0749 -1.4175 1.1 -1.0 0.6 0.12
H -3.3664 -1.3422 -0.0711 1.6 -0.4 -0.2 0.80
H -2.8545 -2.0256 2.0542 1.2 0.4 -0.7 0.50
H -1.1767 -2.6025 1.7586 -0.7 1.3 -0.6 0.39
H -1.5304 -0.7976 1.9910 -0.2 -0.9 -0.9 -0.26
F 4.9518 -2.5893 -6.4350 0.1 0.0 0.1 -0.22
C 4.4595 -2.4850 -7.6815 -0.3 0.1 -0.7 0.38
C 5.3332 -2.3999 -8.7514 0.2 0.0 0.1 -0.53
C 4.8239 -2.2970 -10.0403 -0.3 0.0 0.2 -0.39
C 3.4477 -2.2698 -10.2426 0.0 0.0 -0.1 -0.46
C 2.5804 -2.3510 -9.1589 0.2 0.0 -0.1 -0.57
C 3.0884 -2.4649 -7.8705 -0.1 0.0 0.2 -0.04
H 6.4018 -2.4144 -8.5734 -0.1 0.0 0.0 0.41
H 5.4988 -2.2375 -10.8864 0.0 0.0 0.1 0.35
H 3.0514 -2.1851 -11.2486 0.0 0.0 0.1 0.36
H 1.5084 -2.3256 -9.3174 0.1 0.0 0.0 0.35
H 2.4275 -2.5381 -7.0149 0.0 0.0 0.0 0.38
F -7.7302 -6.7402 -5.2822 -0.1 -0.1 -0.1 -0.31
C -6.8323 -6.1411 -4.4816 0.5 0.3 0.4 0.22
C -5.5375 -5.9545 -4.9338 0.1 -0.1 -0.2 -0.32
C -4.6103 -5.3302 -4.1073 -0.3 0.0 0.2 -0.38
C -4.9859 -4.9098 -2.8352 0.1 0.0 0.1 0.30
C -6.2889 -5.1078 -2.3911 0.1 -0.1 -0.3 -0.68
C -7.2198 -5.7221 -3.2206 -0.2 0.0 0.1 -0.29
H -5.2612 -6.2959 -5.9243 -0.1 0.0 0.0 0.40
H -3.5951 -5.1718 -4.4541 -0.1 0.0 0.0 0.37
H -4.2580 -4.4253 -2.1879 -0.5 -0.2 -0.4 -0.17
H -6.5797 -4.7836 -1.3981 0.0 0.0 -0.1 0.36
H -8.2414 -5.8766 -2.8946 0.0 0.0 -0.1 0.40
F -1.9467 7.5411 1.7562 0.0 0.1 -0.2 -0.22
C -2.2521 8.2110 2.8840 -0.2 0.4 0.7 0.16
C -2.7362 7.5135 3.9769 0.0 -0.3 -0.1 -0.02
C -3.0465 8.2041 5.1423 0.1 0.2 -0.2 -0.50
C -2.8789 9.5841 5.1964 0.0 0.0 0.1 -0.46
C -2.3963 10.2734 4.0892 -0.1 -0.3 0.1 -0.47
C -2.0754 9.5824 2.9271 0.1 0.1 -0.3 -0.47
H -2.8675 6.4397 3.9126 0.0 0.0 0.0 0.45
H -3.4191 7.6675 6.0072 0.0 0.0 -0.1 0.36
H -3.1255 10.1227 6.1048 0.0 0.0 -0.1 0.36
H -2.2700 11.3491 4.1312 0.0 -0.1 0.0 0.36
H -1.6899 10.1014 2.0578 0.0 -0.1 0.0 0.43
```
Positions in Å, forces in eV/Å.

Computed properties:
* spin multiplicity: 1
* HOMO level: -7.867 eV
* largest force on an atom: 3.78 eV/Å
* E: -116586.76213 eV

Record 4
A structure of composition C9H19BeF8N4O13S6. Source: the Open Molecules 2025 dataset; level of theory: ωB97M-V/def2-TZVPD.

```
60
Properties=species:S:1:pos:R:3:forces:R:3:mulliken_charge:R:1
Be -1.2802 0.3802 -0.1560 -1.8 3.1 -2.8 1.63
F -0.8575 2.5025 -1.4902 0.1 -2.0 1.2 -0.81
F -2.7362 0.0038 -2.1528 1.6 -0.5 2.1 -0.78
N -2.3055 -0.9045 1.5392 -1.6 3.5 2.3 0.09
S -3.3002 -0.6949 2.9211 -4.7 7.7 2.8 0.91
O -3.1015 -1.2817 4.2380 0.5 -0.6 -2.2 -0.58
O -4.6794 -0.4949 2.4714 2.5 -1.1 0.6 -0.58
F -2.8752 0.8282 3.3142 0.3 -1.3 -1.0 -0.26
S -2.4545 -2.3802 1.7597 1.7 -9.9 -4.1 0.96
O -3.7191 -3.1567 1.6629 2.2 2.6 0.1 -0.64
O -1.5374 -2.9137 2.7131 0.3 -0.2 0.5 -0.65
F -1.6955 -2.7118 0.3498 -0.5 -0.3 0.2 -0.29
N -4.2633 3.6889 -1.0121 2.1 -4.3 3.6 -0.17
S -4.2120 2.8486 0.4020 0.3 -3.8 0.2 1.11
O -4.7514 3.4384 1.6632 1.2 -1.1 -3.4 -0.61
O -3.0203 2.0191 0.4772 -1.0 1.0 0.4 -0.38
F -5.3265 1.7117 -0.1004 0.7 1.2 1.2 -0.32
S -5.1490 4.8211 -0.6045 -2.6 6.9 -1.9 1.02
O -4.4846 5.9535 0.0164 -0.9 -1.1 1.1 -0.64
O -6.5821 4.6460 -0.4772 0.8 -0.5 1.2 -0.65
F -5.1213 5.3605 -2.0707 -0.4 1.1 -2.4 -0.33
N 1.2584 4.2189 0.2173 -1.5 -2.1 3.8 -0.32
S 0.3415 3.4574 1.5229 -4.0 3.1 -1.2 1.06
O 0.5665 4.0353 2.8453 0.3 -0.8 -1.9 -0.58
O -0.0354 2.0991 1.4326 1.4 -2.7 0.2 -0.44
F -1.0665 3.9925 1.0228 0.9 1.4 0.5 -0.19
S 2.6371 3.8706 0.8771 3.9 3.1 -1.4 1.00
O 2.8579 2.5013 1.2444 0.2 -0.3 0.4 -0.52
O 3.2894 4.9184 1.7083 -1.2 -2.2 -1.6 -0.65
F 3.4541 3.9952 -0.5738 0.0 0.0 1.1 -0.37
C 1.8679 -0.9673 1.5829 -1.1 1.5 2.3 -1.41
C 2.3872 -1.5318 0.3296 -1.4 -1.1 -1.6 1.57
C 2.4418 -3.0487 0.4741 0.7 -0.6 0.3 -1.43
C 2.4528 -3.8627 -0.7961 -0.5 -0.3 -0.7 -0.87
C 1.2841 -3.4941 -1.7104 1.8 1.1 0.9 -1.12
C 1.3534 -1.9246 -1.9615 -1.7 -2.7 -0.8 1.65
N 1.3399 -1.1879 -0.7325 0.0 -4.5 2.4 0.53
O 1.1655 0.1408 -0.8367 -0.1 1.4 -0.4 0.05
C 2.5101 -1.5958 -2.8812 1.3 1.4 0.0 -1.82
C 0.0088 -1.7704 -2.6686 -0.1 1.9 -1.4 -2.26
C 3.7481 -0.9285 0.0401 -0.2 0.1 -0.2 -1.70
H 2.1291 0.0851 1.6940 -0.3 0.2 -0.1 0.20
H 2.1285 -1.3942 2.5514 1.0 -0.6 -0.3 0.32
H 0.7885 -1.0633 1.7005 -0.2 0.2 -0.6 0.10
H 3.4132 -3.2519 0.9248 0.1 0.0 0.6 0.43
H 1.6886 -3.4044 1.1772 -0.3 0.1 -0.1 0.50
H 2.4468 -4.9383 -0.6199 0.0 -0.1 0.4 0.39
H 3.4030 -3.6824 -1.2987 0.1 0.1 -0.3 0.32
H 0.3291 -3.8026 -1.2850 0.0 0.3 0.1 0.34
H 1.4043 -3.9785 -2.6795 -0.1 0.1 -0.1 0.48
H 2.8870 -0.6160 -2.5878 -0.5 0.7 -0.4 0.36
H 3.4749 -2.0769 -2.7201 -0.3 -1.1 0.0 0.30
H 2.3106 -1.5367 -3.9511 -0.3 -0.2 0.1 0.45
H -0.9499 -1.7942 -2.1505 0.4 -0.2 0.8 0.36
H -0.0108 -0.7750 -3.1123 -0.2 0.1 -0.3 0.46
H -0.0899 -2.4928 -3.4788 0.2 0.0 -0.2 0.50
H 4.2693 -0.9045 0.9971 0.4 0.1 -0.3 0.50
H 3.5761 0.0969 -0.2871 0.6 0.3 0.2 0.36
H 4.3035 -1.4344 -0.7496 0.1 -0.1 0.2 0.32
H 2.0879 0.3826 -0.7253 -0.1 2.1 -0.2 0.11
```
Positions in Å, forces in eV/Å.

Computed properties:
* spin multiplicity: 1
* HOMO level: -1.120 eV
* total charge: -3
* largest force on an atom: 10.87 eV/Å
* E: -129361.60027 eV

Record 5
A cluster of 4 separate species, C3H14NO3 in total. Source: the Open Molecules 2025 dataset; level of theory: ωB97M-V/def2-TZVPD.

```
21
Properties=species:S:1:pos:R:3:forces:R:3:mulliken_charge:R:1
C 1.4748 -1.3596 0.0835 0.1 -0.7 0.0 -1.09
C 0.0332 -1.3456 -0.2991 0.4 0.6 -1.0 0.77
C -0.6624 -2.2934 -0.8945 -0.2 -0.7 0.1 -0.98
N -0.5713 0.0117 -0.2964 0.7 -0.1 0.1 -0.13
H 1.5241 -1.5855 1.1481 0.3 0.4 0.2 0.27
H 2.0086 -2.1787 -0.4092 -0.3 0.1 0.0 0.40
H 2.0101 -0.4451 -0.1904 -0.2 0.0 0.3 0.32
H -1.7309 -2.2581 -1.1221 0.4 0.3 -0.1 0.26
H -0.1698 -3.2288 -1.1442 -0.1 0.1 0.3 0.25
H -1.5174 -0.1173 -0.6455 -0.1 0.7 0.1 0.35
H -0.0128 0.5991 -0.9346 -0.5 -0.3 -0.6 0.40
H -0.4631 0.5843 0.5522 -0.3 -0.5 0.7 0.22
H 1.4841 1.9941 1.7783 -0.2 0.1 -0.2 0.29
H 0.5839 2.9940 0.9988 0.2 0.1 0.1 0.28
O 0.7335 2.0584 1.1697 0.0 -0.1 0.0 -0.57
H -0.3486 0.6677 3.4212 0.4 -0.5 0.1 0.32
H -1.4350 0.3762 2.5102 -0.2 -0.5 0.0 0.31
O -0.6191 -0.0439 2.8179 -0.4 0.9 0.0 -0.63
H -1.2412 2.2172 -2.3842 0.3 0.1 0.6 0.32
H -0.6165 1.6756 -3.5588 0.7 -0.4 -0.1 0.32
O -0.4643 1.6779 -2.6011 -1.0 0.5 -0.5 -0.66
```
Positions in Å, forces in eV/Å.

Computed properties:
* spin multiplicity: 1
* HOMO level: -14.118 eV
* total charge: +1
* largest force on an atom: 1.23 eV/Å
* E: -10963.98736 eV

Record 6
An isolated molecule of C17H17BrFN3O3. Source: the Open Molecules 2025 dataset; level of theory: ωB97M-V/def2-TZVPD.

```
42
Properties=species:S:1:pos:R:3:forces:R:3:mulliken_charge:R:1
C 0.8202 4.3306 1.2818 0.1 -0.3 -0.3 -1.25
C 1.7818 3.5579 0.3875 0.1 0.4 0.4 -0.12
O 1.0875 2.7525 -0.5623 -0.1 -0.4 -0.2 -0.52
C 0.3870 1.6839 -0.0688 0.1 -0.1 0.2 -0.09
C -0.9614 1.5925 -0.3860 0.0 -0.1 0.1 -0.57
C -1.7430 0.5231 0.0458 0.9 0.0 0.3 0.89
C -3.1445 0.4646 -0.3055 -0.9 -0.1 -0.2 -0.67
N -3.8901 -0.4894 0.0953 0.8 0.0 0.2 -0.08
N -5.1769 -0.5248 -0.2395 -0.6 0.6 -0.5 -0.07
C -6.0283 -1.5437 0.1811 0.3 0.1 0.0 0.44
N -5.4180 -2.4750 0.9404 0.2 -0.3 0.2 -0.28
O -7.1930 -1.5409 -0.1400 -0.4 0.0 -0.1 -0.64
C -1.1529 -0.4698 0.8294 0.0 0.1 -0.1 -0.58
C 0.1904 -0.3920 1.1198 0.2 -0.1 0.2 0.10
Br 1.0199 -1.7613 2.1354 -0.2 0.0 0.0 -0.14
C 0.9941 0.6577 0.6743 0.0 0.1 0.0 0.56
O 2.3255 0.6516 0.9917 -0.4 0.4 0.2 -0.62
C 3.2127 0.4727 -0.1160 0.3 -0.2 -0.3 -0.56
C 3.0814 -0.9239 -0.6624 0.2 0.1 0.2 -0.24
C 2.0393 -1.2622 -1.5179 0.1 -0.1 0.0 0.07
C 1.8524 -2.5709 -1.9267 -0.1 0.0 -0.1 -0.85
C 2.7096 -3.5660 -1.4885 0.0 0.1 0.0 -0.35
C 3.7637 -3.2526 -0.6493 0.1 0.1 0.2 -0.63
C 3.9315 -1.9414 -0.2457 -0.2 0.0 -0.3 0.63
F 4.9662 -1.6440 0.5654 -0.1 0.0 0.1 -0.34
H 0.2329 3.6439 1.8890 0.0 0.0 0.1 0.30
H 1.3824 4.9871 1.9396 0.0 0.1 0.1 0.41
H 0.1422 4.9294 0.6781 -0.1 0.1 0.0 0.30
H 2.3733 4.2426 -0.2247 0.0 -0.1 0.1 0.42
H 2.4554 2.9512 1.0009 -0.1 0.0 -0.2 0.21
H -1.3930 2.3844 -0.9789 0.0 0.1 -0.1 0.41
H -3.5343 1.2756 -0.9291 -0.1 -0.1 0.0 0.33
H -5.5933 0.2044 -0.8194 0.1 -0.3 0.2 0.17
H -4.4435 -2.3684 1.1610 0.0 -0.1 0.0 0.22
H -5.9529 -3.2404 1.3060 -0.1 0.1 -0.1 0.19
H -1.7463 -1.2962 1.1826 0.0 -0.1 0.0 0.47
H 4.2081 0.6401 0.2990 -0.1 0.0 -0.1 0.42
H 3.0045 1.2125 -0.8980 0.0 -0.1 0.1 0.33
H 1.3677 -0.4885 -1.8628 0.0 0.1 0.0 0.46
H 1.0329 -2.8127 -2.5859 -0.1 0.0 -0.1 0.41
H 2.5601 -4.5878 -1.8012 0.0 -0.1 0.0 0.39
H 4.4489 -4.0063 -0.2955 0.1 -0.1 0.0 0.44
```
Positions in Å, forces in eV/Å.

Computed properties:
* spin multiplicity: 1
* HOMO level: -8.440 eV
* largest force on an atom: 1.01 eV/Å
* SMILES: CCOc1cc(/C=N/NC(N)=O)cc(Br)c1OCc1ccccc1F
* E: -101277.21876 eV